No. 1
Here is the ion C3H6BrN2O with charge +1 from OMol25. Energies are from wB97M-V/def2-TZVPD.

```
13
Properties=species:S:1:pos:R:3:forces:R:3
C -1.373749 0.275687 -0.158089 0.8 4.7 0.3
C 0.831055 -0.619322 -0.291047 2.8 -0.8 0.7
C 1.195182 0.870714 0.173736 -1.1 -2.5 -0.3
N -0.591543 -0.679633 -0.125548 -0.5 -2.1 -0.3
N 0.222070 1.741112 -0.378226 -2.6 -2.2 -1.2
O -0.965977 -1.988634 -0.092035 1.3 -0.6 -0.6
Br -3.221978 0.349061 0.023916 1.3 -0.1 -0.3
H 1.063147 -0.911996 -1.391133 -0.2 0.7 1.9
H 1.221771 -1.513487 0.436344 -0.5 2.5 -1.9
H 1.293971 0.961280 1.212724 -0.7 -0.6 2.0
H 2.186147 1.135822 -0.021907 1.7 0.5 -1.8
H -0.048735 2.427608 0.298534 -0.5 0.6 0.6
H -1.811357 -2.048207 0.312731 -1.7 -0.1 0.7
```
Forces are in eV/Å.

Calculated values
* gap between HOMO and LUMO: 8.77 eV
* ΔE to the lowest compared entry with this formula, charge and spin: 4.0338 eV
* E_HOMO: -0.541 Eh
* charge: +1


No. 2
Here is a structure of composition C35H48BrN3O2PdSiTe from OMol25. Energies are from wB97M-V/def2-TZVPD.

```
92
Properties=species:S:1:pos:R:3:forces:R:3
Pd -0.223200 -0.727200 0.480800 0.4 1.5 -1.7
C 1.786400 -1.515000 -2.681600 -0.2 0.0 0.1
C 2.813600 -1.771900 -1.624400 -0.1 0.4 0.4
C 3.777400 -2.752400 -1.794500 0.1 -0.1 0.2
C 4.810700 -2.890300 -0.883800 0.0 0.0 -0.1
C 4.893000 -2.037400 0.206600 -0.1 -0.1 -0.1
C 3.936600 -1.061900 0.428900 -0.4 0.0 -0.2
C 4.033700 -0.141300 1.599600 0.1 0.1 -0.1
C 2.870600 -0.931200 -0.487600 0.8 -0.6 -0.3
N 1.868200 0.002200 -0.310800 -1.4 -0.2 0.6
C 2.105800 1.312600 -0.324600 0.3 -0.3 -0.3
O 3.187100 1.846900 -0.559900 0.0 0.3 0.1
C 0.859000 2.130500 -0.157200 0.1 0.4 0.0
C 0.872400 3.515000 -0.288700 0.1 -0.3 0.0
C -0.328700 4.201800 -0.240400 0.0 -0.2 0.0
C -1.505300 3.482000 -0.105500 0.0 -0.3 0.0
C -1.425500 2.099900 0.011300 -0.2 0.5 -0.1
N -0.267900 1.455200 0.013500 0.0 0.4 0.3
C -2.643900 1.232400 0.024100 -0.2 0.0 0.3
O -3.773400 1.694400 0.160300 0.2 0.2 -0.1
N -2.340000 -0.060300 -0.123500 1.0 -0.3 -0.2
C -3.325100 -1.003900 -0.328000 -0.7 -0.6 0.1
C -4.181800 -0.950100 -1.449300 0.3 0.0 0.4
C -3.991300 0.112800 -2.483500 0.0 0.1 0.0
C -5.207600 -1.877300 -1.530400 0.0 -0.1 0.0
C -5.368900 -2.859800 -0.566700 0.0 0.0 0.0
C -4.503000 -2.931400 0.513200 -0.1 0.0 -0.1
C -3.481900 -2.012200 0.643700 0.2 0.4 -0.4
C -2.571200 -2.012000 1.832200 0.0 0.1 -0.3
H 1.541100 -2.434000 -3.211300 -0.1 0.0 -0.1
H 2.186400 -0.800000 -3.403500 -0.1 0.0 0.0
H 0.879600 -1.076100 -2.248400 0.1 -0.1 -0.2
H 3.714000 -3.403300 -2.654400 0.0 -0.1 -0.1
H 5.560900 -3.652200 -1.030500 0.1 -0.1 0.0
H 5.712800 -2.136500 0.903500 0.1 0.0 0.1
H 4.694300 -0.551300 2.359000 0.0 0.0 0.1
H 3.047300 0.041100 2.021700 0.0 0.0 0.1
H 4.419900 0.827400 1.279200 0.0 0.0 0.0
H 1.823300 3.997700 -0.446900 0.1 0.1 0.0
H -0.351900 5.276500 -0.341500 0.0 0.1 0.0
H -2.482200 3.940400 -0.110500 -0.1 0.0 0.0
H -2.936800 0.203300 -2.751900 0.0 0.0 0.0
H -4.310700 1.072400 -2.071600 0.0 0.0 -0.1
H -4.570100 -0.097700 -3.380300 0.0 0.0 0.0
H -5.898000 -1.831400 -2.360200 0.0 0.0 -0.1
H -6.174400 -3.571900 -0.655400 -0.1 -0.1 0.0
H -4.636100 -3.690700 1.270300 0.0 -0.1 0.1
H -2.342000 -3.033500 2.135800 0.2 0.0 0.1
H -3.045200 -1.501100 2.672000 0.2 0.1 0.1
H -1.630200 -1.461400 1.546700 -1.1 -0.7 1.1
C -0.786200 2.584400 4.524800 0.2 -0.2 -0.1
C -1.017400 1.474700 5.557100 0.1 -0.2 -0.1
C -2.449100 0.978600 5.318700 0.2 -0.2 0.0
C -0.937200 2.092700 6.957700 0.2 -0.2 -0.1
Si 0.283700 0.019200 5.380600 0.0 0.0 -0.2
Br 0.479200 -0.254200 3.028900 0.3 0.3 1.5
C -0.352100 -1.726900 5.996200 0.1 0.2 -0.1
C 0.768700 -2.771400 5.964900 0.1 0.3 0.0
C -1.469300 -2.280300 5.108000 0.1 0.2 0.0
C -0.872400 -1.638800 7.436300 0.1 0.3 -0.1
C 2.110300 0.453100 5.934700 -0.2 -0.1 -0.1
C 3.147000 -0.470100 5.284800 -0.3 -0.1 -0.1
C 2.490600 1.877000 5.507200 -0.3 -0.1 0.0
C 2.241100 0.326000 7.457300 -0.3 -0.1 -0.1
H -1.522400 3.374100 4.671700 -0.1 0.1 0.1
H -0.914500 2.209300 3.512800 0.0 0.0 -0.1
H 0.199400 3.028000 4.604900 0.2 0.1 0.0
H -3.142200 1.818500 5.374100 0.0 0.1 0.0
H -2.759900 0.247200 6.059100 -0.1 -0.1 0.1
H -2.543600 0.544700 4.325300 -0.1 -0.1 -0.1
H -1.702200 2.859400 7.072200 -0.1 0.1 0.0
H 0.026400 2.564800 7.126700 0.1 0.1 0.1
H -1.090100 1.349600 7.735500 -0.1 -0.1 0.2
H 1.204700 -2.847600 4.971900 0.1 -0.1 -0.1
H 0.354600 -3.745700 6.220400 -0.1 -0.1 0.1
H 1.551600 -2.547200 6.683800 0.1 0.0 0.0
H -1.135700 -2.361400 4.079500 0.0 0.0 -0.2
H -2.368200 -1.675200 5.145800 -0.1 0.1 -0.1
H -1.726400 -3.282900 5.447300 -0.1 -0.1 0.1
H -0.098200 -1.304700 8.124700 0.0 0.0 0.1
H -1.213200 -2.623000 7.759600 0.0 -0.1 0.0
H -1.716100 -0.957900 7.519700 -0.1 0.1 0.1
H 3.098500 -0.401500 4.204300 0.1 -0.1 -0.2
H 3.020600 -1.507300 5.569000 0.0 -0.2 0.0
H 4.146000 -0.162400 5.590100 0.1 0.1 0.1
H 2.354300 2.001000 4.434200 0.0 0.1 -0.1
H 3.543200 2.054300 5.728600 0.1 0.0 0.1
H 1.910300 2.630400 6.033200 -0.1 0.1 0.0
H 2.111500 -0.705500 7.775800 0.0 -0.1 0.1
H 1.510100 0.936300 7.980400 -0.1 0.1 0.2
H 3.232800 0.645000 7.775100 0.2 0.1 0.0
Te 0.335800 -3.165000 0.054600 0.2 -0.6 -0.2
```
Forces are in eV/Å.

Calculated values
* gap between HOMO and LUMO (alpha / beta): 8.04 / 5.29 eV
* ΔE to the lowest compared entry with this formula, charge and spin: 0.9595 eV
* spin multiplicity: 5
* E_HOMO (alpha / beta): -0.285 / -0.291 Eh


No. 3
Here is a structure of composition C13H8BrN2O5Pd from OMol25. Energies are from wB97M-V/def2-TZVPD.

```
30
Properties=species:S:1:pos:R:3:forces:R:3
Pd -0.652166 0.701453 -1.521016 -0.1 -1.0 0.1
O -2.482562 0.378564 -0.913590 -0.2 -0.5 -0.1
C -2.744988 -0.341848 0.087910 -0.1 0.3 0.2
C -1.883892 -0.751632 1.120966 0.1 -0.1 -0.1
C -2.448027 -1.560901 2.144322 0.1 0.0 -0.1
C -1.680873 -1.942462 3.193374 0.1 0.1 0.0
C -0.329694 -1.547419 3.297227 -0.1 -0.1 0.1
C 0.237956 -0.765759 2.339099 -0.1 0.1 -0.1
C -0.508479 -0.339653 1.205256 -0.2 0.0 0.2
O 0.091530 0.395288 0.338220 0.2 0.3 0.0
N -2.265522 -2.780781 4.249287 0.1 -0.2 -0.1
O -3.421190 -3.120571 4.114210 -0.1 0.1 0.0
O -1.539919 -3.094034 5.167797 0.0 0.1 0.0
H -3.794464 -0.636574 0.158939 0.0 0.0 0.1
H -3.483325 -1.872685 2.097576 0.0 0.0 0.0
H 0.239820 -1.878558 4.154611 0.0 0.0 0.0
H 1.269664 -0.452186 2.409267 0.0 0.0 0.0
O -1.116810 -1.381359 -3.783985 0.0 0.1 0.0
C -1.012505 -0.469817 -3.140264 -0.1 0.4 -0.2
Br -0.296458 3.561748 -1.923360 0.2 0.2 -0.1
C 1.297605 2.597250 -2.219311 -0.1 -0.1 0.0
C 2.491614 3.208339 -2.535081 0.0 0.0 0.0
C 3.601060 2.396118 -2.715450 0.0 0.0 0.0
C 3.481242 1.021451 -2.570389 0.0 0.0 0.0
C 2.249456 0.488778 -2.253633 0.0 0.0 0.0
N 1.177412 1.273678 -2.090090 0.2 0.2 0.0
H 2.543974 4.282658 -2.630676 0.0 0.0 0.0
H 4.556229 2.838194 -2.964324 0.0 0.0 0.0
H 4.329127 0.365010 -2.698753 0.0 0.0 0.0
H 2.094183 -0.572290 -2.118138 0.0 0.0 0.0
```
Forces are in eV/Å.

Calculated values
* gap between HOMO and LUMO: 7.41 eV
* ΔE to the lowest compared entry with this formula, charge and spin: 0.6794 eV
* E_HOMO: -0.445 Eh
* charge: +1


No. 4
Here is a cluster of 7 separate species, H14O7 in total from OMol25. Energies are from wB97M-V/def2-TZVPD.

```
21
Properties=species:S:1:pos:R:3:forces:R:3
O 0.500714 -1.779143 -2.003095 -1.3 -2.4 0.4
H 0.813714 -1.493143 -1.159095 0.6 0.5 0.5
H 0.743714 -1.195143 -2.677095 0.7 1.6 -1.1
O -2.603286 -0.514143 -1.265095 -0.5 0.1 -0.1
H -2.241286 -0.789143 -0.410095 0.2 0.1 -0.2
H -3.018286 -1.319143 -1.591095 0.0 0.2 -0.3
O 0.996714 2.288857 2.430905 -1.1 0.3 0.8
H 0.537714 1.838857 1.722905 -0.2 -0.4 -0.2
H 1.902714 2.281857 2.198905 1.4 0.0 -0.4
O 1.894714 1.006857 -1.553095 1.0 0.2 0.6
H 1.721714 0.470857 -0.745095 0.3 0.5 -0.6
H 2.818714 1.342857 -1.466095 -1.2 -0.5 0.0
O -0.621286 1.450857 0.316905 0.8 0.9 0.6
H -0.319286 2.347857 0.062905 -0.5 -0.8 -0.1
H -1.340286 1.204857 -0.250095 -0.6 -0.1 -0.8
O 1.251714 -0.837143 0.574905 1.8 -0.7 1.7
H 0.330714 -0.821143 0.762905 -1.6 0.2 -0.3
H 1.573714 -1.243143 1.421905 0.1 0.5 -1.3
O -1.454286 -1.358143 0.927905 -0.1 -1.3 -0.7
H -1.427286 -0.762143 1.661905 -0.7 0.3 1.1
H -2.061286 -2.122143 1.037905 0.7 0.9 0.6
```
Forces are in eV/Å.

Calculated values
* gap between HOMO and LUMO: 10.42 eV
* ΔE to the lowest compared entry with this formula, charge and spin: 1.8016 eV
* E_HOMO: -0.385 Eh